[1]
46
Properties=species:S:1:pos:R:3:forces:R:3 method="wB97M-V/def2-TZVPD" total_charge=-1 spin_multiplicity=1 e_tot_ev=-74275.8270 de_lowest_kj_mol=251.99 homo_lumo_gap_ev=4.81 lumo_ev=1.8
C 2.959080 -2.609295 0.520887 -0.997 -0.345 0.034
C 3.014635 -2.698795 -0.901907 -0.467 0.198 -0.283
C 1.663877 -2.707705 -1.419979 0.009 -0.126 0.417
H 3.935644 -2.738088 -1.499709 -0.597 0.064 0.260
C 0.759097 -2.611751 -0.303243 0.976 -1.121 0.149
C 1.571546 -2.552949 0.889324 0.085 -1.734 -0.529
H 1.203980 -2.575053 1.915196 0.274 0.091 -0.718
H 3.798433 -2.616617 1.236257 -0.623 0.196 -0.621
H 1.365354 -2.690724 -2.478413 0.288 -0.094 0.557
H -0.339659 -2.561481 -0.326521 0.709 -0.010 -0.074
Lu 1.847544 -0.537970 -0.334810 -0.611 2.916 1.859
Cl 3.050393 0.814077 1.374777 0.608 0.168 -1.195
C 2.163443 2.291787 -5.046256 -0.076 -0.868 -0.322
C 0.926576 1.648435 -5.391727 0.832 -0.431 -0.111
C 1.238789 0.407029 -6.043606 0.658 0.617 0.383
H -0.079502 2.041568 -5.204617 0.431 -0.157 -0.085
C 2.668964 0.283626 -6.101749 -0.501 0.728 0.431
C 3.240336 1.448708 -5.485400 -0.911 -0.276 -0.058
H 4.310697 1.662427 -5.382156 -0.454 -0.078 -0.049
H 2.267643 3.263097 -4.549214 -0.045 -0.394 -0.226
H 0.513737 -0.313402 -6.441005 0.306 0.317 0.165
H 3.226121 -0.547513 -6.550805 -0.235 0.363 0.187
C -3.225004 -1.482685 2.290616 0.025 -0.103 -0.060
C -3.273352 0.026278 2.178477 -0.053 1.002 0.079
C -1.909173 0.746014 2.374559 0.159 -0.558 0.418
C -2.004673 2.291369 2.506310 0.142 -0.287 0.619
C -2.673604 3.032722 1.390075 0.067 0.063 -0.290
C -1.433441 0.322041 3.788421 -0.600 0.117 0.701
O -2.117084 0.481818 4.809702 0.937 -0.224 -1.658
N -0.190544 -0.230977 3.862523 -0.278 0.225 0.621
C 0.726932 -0.494658 2.852028 -0.309 -0.183 -0.188
O 1.795261 -0.992050 3.212229 -1.372 0.582 -0.766
N 0.268477 -0.239636 1.560545 1.344 -0.249 0.038
C -0.910838 0.346517 1.250403 0.133 0.169 -0.639
O -1.147652 0.571538 0.032593 0.268 -0.376 1.711
H -2.599046 -1.917246 1.511367 0.057 -0.097 -0.024
H -4.233721 -1.881314 2.177675 0.035 -0.078 -0.047
H -2.857432 -1.808458 3.266946 0.039 0.037 -0.062
H -3.693878 0.337644 1.217996 0.103 -0.107 0.035
H -3.931906 0.415210 2.966315 0.085 0.000 -0.165
H -2.554961 2.491773 3.434965 0.125 -0.178 -0.100
H -0.985813 2.673247 2.677033 -0.168 -0.070 -0.130
H -3.705304 2.705692 1.283932 -0.093 0.034 -0.172
H -2.671652 4.088047 1.648343 -0.091 0.194 -0.133
H -2.137745 2.890147 0.456439 -0.127 0.030 -0.191
H 0.159413 -0.472455 4.775192 -0.088 0.031 0.233

***

[2]
47
Properties=species:S:1:pos:R:3:forces:R:3 method="wB97M-V/def2-TZVPD" spin_multiplicity=1 e_tot_ev=-43617.7578 de_lowest_kj_mol=1607.19 homo_lumo_gap_ev=8.33 lumo_ev=-0.1
C -3.027618 -2.321901 -0.000577 2.601 -1.715 -7.074
H -3.597413 -3.123554 -0.408850 -1.896 -0.258 0.399
H -3.311074 -1.801232 0.807147 -0.938 1.081 3.271
H -3.026945 -1.582615 -0.877537 -0.081 -0.713 1.160
C -1.651834 -3.061905 -0.007421 -2.173 6.325 12.937
C -1.788823 -4.098078 1.227058 2.414 -0.226 -4.754
H -0.841561 -4.584393 1.480020 -0.127 -0.014 -0.206
H -2.441378 -4.768440 0.729037 -0.992 -1.332 0.679
H -2.129820 -3.604160 2.039996 -1.512 1.366 2.460
C -0.668404 -1.844357 0.612950 -8.285 2.494 -4.606
H 0.147604 -2.068663 1.012141 6.887 -2.742 3.684
H -1.266094 -1.153331 1.348015 0.948 -1.577 -1.283
C -0.302680 -1.007329 -0.607104 -3.376 5.511 2.299
N 0.542841 0.323386 0.039394 -2.252 -11.768 -9.399
C 0.225676 1.186460 0.783500 -2.142 9.292 11.108
N 1.194750 1.934201 1.337678 2.890 -2.076 -3.685
C 2.319075 1.310602 0.523448 -4.867 5.925 6.050
C 1.823280 0.345981 -0.212176 6.832 0.581 -2.559
C 2.843079 -0.190383 -1.244338 -11.731 -3.618 3.178
O 2.437410 -1.190395 -1.786699 0.108 -2.046 -2.664
N 3.982383 0.231419 -1.229186 5.339 7.158 5.059
C 4.367246 1.402339 -0.224694 8.211 -0.061 -3.937
O 5.630915 1.796754 -0.373568 -6.224 -2.140 0.673
N 3.499385 1.975713 0.611749 1.916 -3.634 -6.007
C 3.952941 3.224672 1.011536 3.023 -4.165 9.739
H 5.125547 3.126389 1.247666 -2.933 0.591 -1.249
H 3.578030 2.730133 2.258862 0.941 3.440 -2.270
H 3.581652 4.137976 0.808527 -1.733 2.540 -1.258
C 4.916154 -0.454284 -1.895217 6.030 0.742 -7.033
H 5.081786 -1.516185 -1.684664 -0.392 0.383 0.264
H 5.972666 0.168062 -1.911476 -2.757 -1.719 0.571
H 4.645296 -0.347726 -3.170967 0.667 -0.706 3.658
O -0.923987 1.362038 1.530704 -2.284 -1.538 -2.619
C -2.103161 1.364503 0.712406 2.044 2.535 -0.901
C -2.073323 1.940533 -0.551915 1.344 -0.771 2.569
C -3.170776 2.364274 -1.236233 -4.960 -3.050 0.002
C -4.395038 1.811997 -0.870936 -0.435 0.062 7.365
C -4.472152 1.327677 0.861302 -1.291 2.591 -10.603
C -3.318070 1.194252 1.326590 3.279 -1.940 6.410
H -3.429183 0.897207 2.413630 1.230 0.122 -0.921
H -5.337934 0.964392 1.195300 -3.381 -0.812 1.431
Cl -6.022220 2.061581 -1.361609 0.393 0.152 -1.075
H -3.282774 2.516972 -2.245591 1.123 1.564 -2.523
H -1.145023 2.156045 -0.965676 1.677 0.408 -0.643
H -1.324570 -0.324997 -1.016835 3.252 -2.685 0.586
H 0.402289 -1.408369 -1.279891 0.510 -0.346 -1.022
H -1.218138 -3.403251 -0.755494 3.107 -3.213 -7.265

***

[3]
50
Properties=species:S:1:pos:R:3:forces:R:3 method="wB97M-V/def2-TZVPD" spin_multiplicity=1 e_tot_ev=-58542.7742 de_lowest_kj_mol=2123.46 homo_lumo_gap_ev=8.02 lumo_ev=-0.3
C 2.889693 0.947429 -3.399900 -3.124 -0.324 -3.224
C 3.308007 0.427944 -2.090588 -3.656 -1.782 -0.240
H 4.325197 0.122107 -2.056714 0.597 -0.796 0.163
H 3.099726 1.208322 -1.380469 -0.088 -0.281 0.801
O 2.341451 -0.843535 -1.877440 -0.196 3.865 1.680
C 0.986788 -0.467491 -1.354061 4.306 3.051 -1.826
O 0.507327 0.606797 -1.091271 1.582 1.680 0.235
N 0.265217 -1.490946 -1.425543 -6.435 -5.334 2.426
C 0.813766 -2.788493 -1.178600 0.144 0.513 1.202
H 0.257538 -3.599890 -1.569679 -0.571 -0.497 -1.014
H 1.792633 -2.655907 -1.526165 1.306 -1.090 -0.743
C 0.867151 -2.977358 0.338103 11.415 -8.823 -2.758
N -0.033722 -2.493227 1.005843 -8.794 9.640 10.166
C 0.107704 -1.408714 2.219945 4.465 -5.910 -3.790
O -0.855497 -0.903692 2.541560 -4.750 3.300 2.228
C 1.389196 -1.425648 2.960178 2.976 -3.202 -6.787
H 1.392398 -0.935699 3.777731 -0.196 3.990 5.460
H 1.809793 -2.426478 3.196672 -0.413 0.500 -0.706
S 2.873731 -0.555239 1.718050 -2.264 -1.943 2.443
C 2.104511 0.946124 1.532263 0.224 2.948 -2.946
N 2.778103 1.831443 0.749684 -2.543 -0.471 4.128
N 1.886215 2.988663 0.882953 11.027 1.543 -5.779
C 0.857838 2.675265 1.284074 -9.232 -2.582 3.603
O 0.813555 1.335273 1.873291 2.151 0.521 -1.037
C -0.331364 3.619593 1.091810 3.725 -3.979 12.520
O -1.138323 3.318374 0.247468 -6.441 -2.388 -7.091
C -2.099048 2.078167 0.240075 3.601 12.293 -11.667
C -2.807614 2.294874 -0.970806 -2.745 -6.541 2.181
C -3.889221 1.120947 -0.953508 3.510 6.072 -4.293
C -4.025295 0.266881 0.072922 -4.224 -0.942 -4.539
C -3.336825 0.538741 1.129859 -4.393 -9.588 6.834
C -2.394943 1.369940 1.171389 5.414 -1.092 13.177
H -1.770549 1.465285 2.236644 -1.471 -0.090 -2.944
H -3.566548 -0.354560 1.991811 0.937 3.041 -1.782
Cl -5.290991 -1.001774 -0.149824 1.092 0.701 0.653
H -4.325652 1.257967 -1.945067 -0.844 -1.297 0.589
H -2.604511 2.818080 -1.920473 0.001 -0.044 1.182
H 0.032403 4.497642 1.522900 0.061 2.693 -1.266
H -0.844035 3.343473 2.316514 0.550 0.590 -1.978
C -1.418980 -2.146073 0.476057 6.609 -9.382 -5.089
H -1.996184 -1.925076 1.178238 -4.848 2.103 5.643
C -1.232125 -1.330124 -0.628878 2.612 -15.405 -9.696
H -1.859381 -1.763330 -1.644844 1.107 1.430 2.989
H -1.334703 -0.492526 -0.619932 -2.156 17.314 0.714
H -1.682634 -3.236063 0.040043 -0.178 2.179 1.212
H 2.115045 -2.847626 0.781018 -3.794 0.441 -1.261
H 0.906347 -4.250206 0.690184 0.046 2.216 -1.838
H 3.674099 1.585128 -3.708400 0.377 1.839 -0.299
H 2.941773 0.233009 -4.314834 -0.309 0.418 1.893
H 1.700919 1.422231 -3.460267 3.830 -1.097 0.468

***

[4]
49
Properties=species:S:1:pos:R:3:forces:R:3 method="wB97M-V/def2-TZVPD" spin_multiplicity=1 e_tot_ev=-57946.6441 de_lowest_kj_mol=419.86 homo_lumo_gap_ev=5.33 lumo_ev=-1.6
C -0.674127 2.936420 0.833074 0.228 0.095 -0.306
C -1.392541 2.267559 -0.324727 0.049 0.046 -0.357
C -1.909352 0.872081 0.035019 -0.555 0.731 -0.511
C -1.109419 0.077824 1.015255 -0.883 -0.179 -0.181
N -1.649380 -1.069367 1.313626 0.012 0.555 -0.687
C -2.994189 -1.532279 0.802823 0.074 -0.287 -0.310
C -3.208326 -2.923070 1.438759 -0.191 0.413 -0.287
C -1.932886 -3.250899 2.234138 -0.280 -0.067 0.460
C -0.910802 -2.129744 1.972330 -0.128 -1.529 0.530
C 0.107924 0.639006 1.741438 -1.051 2.225 -0.828
C 0.485216 2.046550 1.255447 -0.433 0.258 -0.321
H -0.242077 3.879687 0.487046 -0.165 0.029 0.071
H -1.367566 3.175734 1.640135 -0.027 -0.083 0.203
H -2.230685 2.885948 -0.684689 0.260 -0.283 0.069
H -0.694362 2.145254 -1.167661 -0.078 0.227 0.193
H -2.950262 0.988854 0.427754 0.689 -0.359 -0.233
H -1.954131 0.285531 -0.909873 -0.196 0.090 0.628
H -3.819077 -0.849812 1.096929 0.847 -0.084 -0.102
H -3.004875 -1.602250 -0.308636 0.302 0.227 0.753
H -4.098790 -2.864118 2.074610 0.259 -0.233 -0.060
H -3.407797 -3.661379 0.651134 0.093 0.197 0.284
H -2.158273 -3.284820 3.309490 0.044 -0.177 -0.340
H -1.556533 -4.229954 1.920629 0.124 0.287 0.248
H -0.124191 -2.505952 1.307800 -0.139 0.533 0.075
H -0.446669 -1.783450 2.900365 0.000 0.095 -0.249
H -0.215006 0.679068 2.813698 0.241 -0.106 -0.640
H 1.054172 1.848785 0.339437 0.214 0.425 0.256
H 1.124317 2.559087 1.988231 -0.069 -0.476 -0.217
F 3.836592 -1.099045 3.409854 -0.512 -0.035 -1.800
C 3.672696 -1.128130 2.057882 0.639 0.373 -0.308
F 4.684330 -0.511047 1.459452 -0.862 -0.600 0.665
F 3.583425 -2.412035 1.642344 -0.089 1.507 0.529
S 1.528697 -0.362427 1.753943 2.141 -4.245 3.877
N 2.665057 -0.249332 -0.403896 0.521 -0.496 1.160
C 2.968904 0.975212 -0.928073 0.807 -0.506 -0.168
O 3.786885 1.776030 -0.463821 -1.560 -0.752 -0.793
C 2.128181 1.110543 -2.176485 0.131 0.539 -0.988
C 1.462065 -0.059004 -2.516814 -1.190 0.104 0.151
C 0.393073 -0.073042 -3.416163 0.446 -0.707 0.008
C 0.112292 1.068659 -4.146173 0.517 0.220 0.045
C 0.908683 2.197292 -3.914144 -0.021 0.594 -0.361
C 1.922023 2.247612 -2.954034 -0.037 -0.091 0.289
S 1.863411 -1.314503 -1.304541 0.451 1.324 -1.073
O 2.752933 -2.327174 -1.835680 -0.843 0.493 0.465
O 0.597670 -1.733969 -0.723993 0.286 -0.228 -0.121
H -0.192407 -0.982622 -3.551653 0.209 0.140 0.000
H -0.652554 1.058166 -4.932589 0.265 0.151 0.507
H 0.709931 3.085184 -4.502908 0.056 0.024 -0.021
H 2.547800 3.133337 -2.756088 -0.596 -0.379 -0.205

***

[5]
64
Properties=species:S:1:pos:R:3:forces:R:3 method="wB97M-V/def2-TZVPD" total_charge=-1 spin_multiplicity=1 e_tot_ev=-72986.5196 de_lowest_kj_mol=0.00 homo_lumo_gap_ev=7.34 lumo_ev=2.0
C -0.410069 -0.961299 -0.060983 0.070 -0.101 1.204
C -0.496577 -2.400219 0.463703 0.678 -1.835 0.847
O -0.201875 -3.339875 -0.318718 -0.283 0.919 -0.744
O -0.750983 -2.576785 1.691051 -0.267 1.108 -0.395
H -0.524145 -0.315689 0.815530 -0.295 0.170 -0.211
H -1.189965 -0.760417 -0.787601 0.276 0.081 -0.292
H 0.609009 -0.769561 -0.396326 -0.186 -0.032 -0.657
C -3.030478 0.050885 2.078691 1.031 0.981 -0.569
C -4.425827 -0.471261 2.320411 0.971 0.826 0.113
O -5.127376 0.715028 2.693810 0.123 -0.738 0.237
C -4.217190 1.573029 3.257183 0.585 0.831 -1.213
O -4.475016 2.562176 3.858760 -0.497 -0.119 0.361
O -2.972498 1.285048 2.822526 -0.654 -0.628 0.969
F -4.416046 -1.302841 3.393002 -0.371 -0.312 -0.063
H -2.874111 0.415403 1.059824 -0.230 -0.719 -0.282
H -2.192083 -0.590048 2.355689 -0.261 -0.327 0.096
H -4.813033 -0.949926 1.424397 -0.619 -0.022 0.333
C 1.071270 1.122967 2.887889 -1.241 0.596 -0.960
C 1.928207 -0.053795 3.083059 1.610 -0.910 1.403
O 1.896681 -0.211192 4.515424 -0.379 -0.023 0.108
C 0.689684 0.238254 4.905258 -0.873 0.414 -0.261
O 0.208357 0.174080 5.985742 0.247 -0.224 0.179
O 0.041079 0.830543 3.837806 0.304 -0.380 0.499
F 3.245782 0.078359 2.773642 -0.350 0.104 -0.240
H 0.694984 1.074823 1.864750 -0.303 0.468 0.214
H 1.425771 2.116625 3.163557 0.761 -0.247 -0.412
H 1.510805 -0.981633 2.680642 0.074 0.138 -0.453
C 0.461478 -2.361896 -3.576475 -1.163 -1.368 0.787
C 0.541504 -3.882819 -3.727295 0.921 2.146 0.537
O 1.727290 -3.886462 -4.500964 0.248 -1.404 -0.201
C 1.715888 -2.815076 -5.342039 -0.400 -1.174 -0.084
O 2.379719 -2.770949 -6.329091 -0.199 0.731 0.310
O 0.782454 -1.952454 -4.893964 0.545 1.162 -0.585
F -0.479364 -4.372793 -4.487810 -0.020 -0.236 0.226
H 1.244083 -2.082395 -2.869979 -0.183 0.189 0.090
H -0.534333 -2.087385 -3.235471 0.125 0.555 -0.335
H 0.629141 -4.336278 -2.740942 0.132 -0.600 -0.358
C -1.949777 3.465839 0.581648 -0.817 0.305 0.713
C -3.272333 3.520429 -0.195800 0.757 0.166 0.567
O -3.077157 2.505171 -1.151873 -1.961 0.682 -0.902
C -1.830491 2.069513 -1.235013 1.388 -0.081 1.586
O -1.390506 1.284343 -2.009943 -0.251 0.571 -0.107
O -1.120647 2.598025 -0.174215 -0.014 -0.412 -0.606
F -3.444971 4.771318 -0.728418 0.112 -0.243 -0.771
H -2.201898 3.116655 1.586003 0.583 -0.589 -0.101
H -1.464629 4.430309 0.715047 -0.110 0.104 -0.419
H -4.198222 3.340631 0.353170 0.273 -0.359 0.024
C 1.605379 2.593071 -2.452466 -0.586 0.012 0.769
C 2.271490 1.265404 -2.568054 1.066 0.048 -0.590
O 2.486508 0.905243 -1.213966 -0.173 -0.372 -0.973
C 2.560835 2.059454 -0.496667 0.071 -0.014 0.809
O 2.833346 2.115471 0.663853 -0.006 -0.124 -0.531
O 2.257988 3.096689 -1.269220 -0.021 0.888 -0.330
F 3.520509 1.498924 -3.146564 0.102 -0.087 0.236
H 0.566337 2.496171 -2.143127 -0.106 -0.135 -0.626
H 1.736445 3.220526 -3.326650 0.199 0.179 0.199
H 1.855120 0.519724 -3.244722 -0.552 -0.301 0.889
C 3.431742 -1.857953 0.383694 -0.143 0.466 -0.679
N 2.998869 -3.148225 -0.218436 -0.034 -0.126 1.449
O 3.159908 -3.322329 -1.408661 0.087 0.062 -0.356
O 2.466326 -3.905662 0.554406 0.154 -0.544 -0.311
H 4.472848 -1.648580 0.151961 -0.087 -0.087 -0.310
H 3.289042 -1.829990 1.453800 -0.181 -0.432 -0.051
H 2.765697 -1.164329 -0.124504 0.322 0.404 0.223